No. 1
One molecule with the formula C18H19FN2O4S, computed with wB97M-V/def2-TZVPD.

Multiplicity: 1
SMILES: O=C(Nc1ccc(F)cc1)c1ccc(S(=O)(=O)NC[C@H]2CCCO2)cc1
HOMO energy: -8.6 eV
Energy relative to the best compared isomer or geometry (same formula, charge and spin): 0.1213 eV
HOMO-LUMO gap: 8.71 eV

Atoms and positions in Å:
O1 3.1040 1.2380 -1.2316
C1 2.9098 0.2232 -0.5983
N1 3.8797 -0.4961 0.0396
C2 5.2568 -0.2643 0.0851
C3 5.8721 0.7659 -0.6227
C4 7.2413 0.9371 -0.5443
C5 7.9884 0.0779 0.2401
C6 7.3997 -0.9521 0.9518
C7 6.0316 -1.1183 0.8702
H1 5.5581 -1.9187 1.4211
H2 8.0081 -1.6064 1.5554
F1 9.3259 0.2451 0.3154
H3 7.7309 1.7300 -1.0865
H4 5.2750 1.4272 -1.2271
H5 3.5691 -1.2822 0.5939
C8 1.5380 -0.3542 -0.4308
C9 0.4668 0.5329 -0.3482
C10 -0.8267 0.0616 -0.2067
C11 -1.0375 -1.3031 -0.1701
C12 0.0074 -2.2001 -0.2798
C13 1.3020 -1.7270 -0.4084
H6 2.1142 -2.4302 -0.5262
H7 -0.2136 -3.2557 -0.2710
S1 -2.6940 -1.9462 0.0415
O2 -3.1751 -1.5969 1.3471
O3 -2.6774 -3.3347 -0.3302
N2 -3.5685 -1.0781 -1.0828
H8 -3.5795 -1.5309 -1.9797
C14 -4.7982 -0.4331 -0.6771
H9 -4.9631 -0.7009 0.3685
H10 -5.6452 -0.7837 -1.2726
C15 -4.6895 1.1014 -0.7878
H11 -4.4959 1.3800 -1.8279
C16 -5.9283 1.7815 -0.1903
H12 -6.0428 2.7750 -0.6230
H13 -6.8373 1.2124 -0.3690
C17 -5.5698 1.8792 1.2985
H14 -6.0488 1.0864 1.8703
C18 -4.0375 1.7102 1.3209
H15 -3.5208 2.5728 1.7477
O4 -3.6130 1.6053 -0.0312
H16 -3.7438 0.8093 1.8725
H17 -5.8727 2.8355 1.7200
H18 -1.6682 0.7333 -0.1393
H19 0.6683 1.5921 -0.3969

No. 2
A 2-piece molecular cluster, C12H24ClIN3O7P2 overall in a non-equilibrium geometry, computed with wB97M-V/def2-TZVPD.

Multiplicity: 1
HOMO energy: -11.4 eV
Energy relative to the best compared isomer or geometry (same formula, charge and spin): 5.3469 eV
Charge: +1
HOMO-LUMO gap: 7.11 eV

Atoms and positions in Å:
C1 2.4450 -6.0255 -0.8287
C2 1.5972 -4.9984 -1.8223
C3 0.9021 -3.7804 -0.9390
C4 -0.5988 -3.9206 -0.2949
I1 -1.8200 -5.7280 -0.4675
N1 -0.8314 -2.5793 0.3658
P1 -2.4234 -2.3553 1.1366
O1 -2.5930 -3.2980 2.3956
O2 -3.7142 -2.8242 0.0096
O3 -2.7875 -0.7183 1.6144
C5 0.3771 -1.6708 0.2309
C6 0.5005 -0.1541 0.8415
P2 -0.1834 1.1692 -0.4105
O4 0.8333 2.4060 -0.5379
O5 -1.6759 1.8720 0.2470
O6 -0.4175 0.5305 -2.0143
N2 1.4337 -2.4037 -0.5655
C7 2.8113 -2.0098 -1.0504
C8 3.6977 -1.1273 0.0096
C9 3.6495 0.4466 -0.5539
Cl1 3.8616 1.7087 0.7991
H1 2.0692 -7.1185 -1.0319
H2 2.2027 -5.6627 0.2793
H3 3.6133 -5.9091 -0.9877
H4 0.8272 -5.5625 -2.5154
H5 2.4097 -4.4580 -2.5096
H6 -3.7634 -2.0660 -0.6703
H7 -3.1777 -0.2074 0.8423
H8 -0.2557 -0.1029 1.7635
H9 1.5506 0.1260 1.2753
H10 -1.4875 2.1119 1.2213
H11 -0.8600 1.2813 -2.5255
H12 2.6984 -1.4702 -2.1089
H13 3.4549 -2.9874 -1.2854
H14 4.8469 -1.4221 0.0037
H15 3.3074 -1.2026 1.1275
H16 2.6007 0.5693 -1.1075
H17 4.4597 0.6061 -1.4156
C10 -1.6719 4.4813 1.2669
O7 -1.9205 3.7085 2.1839
N3 -2.3792 5.6278 0.9744
C11 -2.0219 6.4935 -0.1308
C12 -3.5173 5.9809 1.7976
H18 -0.8276 4.3084 0.5790
H19 -1.7955 7.4900 0.2588
H20 -2.8677 6.5529 -0.8217
H21 -1.1484 6.1100 -0.6651
H22 -3.1838 6.1027 2.8327
H23 -4.2510 5.1700 1.7572
H24 -3.9754 6.9096 1.4468

No. 3
A 6-piece molecular cluster, C32H68BrClO15SSi overall in a non-equilibrium geometry, computed with wB97M-V/def2-TZVPD.

Multiplicity: 1
SMILES: C#CCCC[Si@@](CCCS(=O)(=O)O)(CC(=O)Cl)CC(=O)Br.COCCOC.COCCOC.COCCOC.COCCOC.COCCOC
HOMO energy: -9.0 eV
HOMO-LUMO gap: 9.27 eV

Atoms and positions in Å:
C1 3.3256 -9.3315 2.5447
C2 3.1599 -9.1919 1.3769
C3 2.9861 -8.9242 -0.0436
C4 2.6821 -7.4292 -0.3421
C5 1.1816 -7.2165 -0.5868
Si1 0.6089 -5.4141 -0.6916
C6 -1.2326 -5.2756 -0.3401
C7 -1.7267 -6.0632 0.8830
C8 -3.2184 -6.4297 0.7313
S1 -3.3796 -7.9192 -0.2303
O1 -4.6090 -7.9015 -0.9636
O2 -2.1782 -8.1555 -0.9731
O3 -3.4684 -9.0050 0.9259
C9 1.6221 -4.2931 0.4869
C10 1.3609 -4.4462 1.9474
O4 1.1819 -3.5374 2.6966
Cl1 1.3139 -6.1000 2.6067
C11 1.1343 -4.8854 -2.4479
C12 0.8813 -3.4878 -2.9144
O5 1.6403 -2.8746 -3.5947
Br1 -0.7741 -2.5920 -2.3859
H1 3.4202 -9.4340 3.5988
H2 3.8642 -9.2490 -0.5989
H3 2.1574 -9.5326 -0.4066
H4 3.2362 -7.1622 -1.2389
H5 3.0406 -6.8563 0.5057
H6 0.9767 -7.6109 -1.5857
H7 0.5796 -7.7963 0.1048
H8 -1.4610 -4.2261 -0.1583
H9 -1.7888 -5.5412 -1.2368
H10 -1.5866 -5.4698 1.7812
H11 -1.1782 -6.9898 1.0186
H12 -3.7279 -5.6658 0.1549
H13 -3.6779 -6.5802 1.7015
H14 -4.1447 -9.6458 0.6563
H15 2.6702 -4.5361 0.3052
H16 1.4517 -3.2428 0.2693
H17 0.7246 -5.6146 -3.1451
H18 2.2183 -4.9888 -2.4856
C13 4.0036 0.5770 -1.3657
O6 4.5661 -0.2867 -2.3411
C14 3.7277 -0.4127 -3.4840
C15 4.1887 0.4618 -4.6273
O7 4.0802 1.8434 -4.3165
C16 5.3068 2.4344 -3.9313
H19 4.7716 0.8161 -0.6310
H20 3.6408 1.5028 -1.8108
H21 3.1718 0.0761 -0.8556
H22 2.6913 -0.1808 -3.2215
H23 3.7632 -1.4561 -3.8039
H24 3.5467 0.2752 -5.4935
H25 5.2164 0.2096 -4.9062
H26 5.9528 2.5874 -4.8033
H27 5.8349 1.8255 -3.1939
H28 5.0807 3.4040 -3.4904
C17 -0.1920 5.1319 0.1081
O8 -0.7991 4.1045 -0.6535
C18 -0.0329 3.7050 -1.7797
C19 0.7410 2.4352 -1.5089
O9 1.7332 2.6173 -0.5146
C20 1.3395 2.1377 0.7598
H29 -0.7147 5.1806 1.0631
H30 0.8636 4.9231 0.2967
H31 -0.2895 6.1003 -0.3946
H32 0.6473 4.5044 -2.0877
H33 -0.7330 3.5246 -2.6014
H34 1.2547 2.1334 -2.4288
H35 0.0603 1.6291 -1.2217
H36 1.3754 1.0420 0.7852
H37 0.3326 2.4679 1.0251
H38 2.0429 2.5245 1.4959
C21 -3.6669 4.5413 3.5188
O10 -4.2834 3.5011 2.7830
C22 -3.5259 3.0839 1.6571
C23 -2.7588 1.8122 1.9359
O11 -1.7620 1.9975 2.9327
C24 -2.1552 1.5213 4.2073
H39 -4.1839 4.6197 4.4739
H40 -2.6102 4.3321 3.7041
H41 -3.7590 5.4959 2.9888
H42 -2.8428 3.8753 1.3344
H43 -4.2310 2.8984 0.8410
H44 -2.2488 1.5034 1.0173
H45 -3.4450 1.0119 2.2291
H46 -2.1151 0.4269 4.2395
H47 -3.1620 1.8535 4.4701
H48 -1.4507 1.9159 4.9381
C25 -2.6234 0.7518 -2.5997
O12 -3.9777 0.6066 -2.2166
C26 -4.5799 1.8324 -1.8286
C27 -5.4182 2.4255 -2.9379
O13 -4.6257 2.8086 -4.0501
C28 -4.6548 1.8746 -5.1139
H49 -2.3151 -0.1632 -3.1027
H50 -2.4850 1.5928 -3.2836
H51 -1.9943 0.8957 -1.7155
H52 -3.8181 2.5500 -1.5051
H53 -5.2280 1.6195 -0.9722
H54 -5.9103 3.3278 -2.5625
H55 -6.1950 1.7185 -3.2447
H56 -5.6059 1.9345 -5.6543
H57 -4.5060 0.8520 -4.7594
H58 -3.8485 2.1314 -5.7990
C29 2.1312 7.3436 2.2199
O14 0.9460 7.2049 2.9837
C30 0.8909 5.9960 3.7247
C31 1.2563 6.2044 5.1770
O15 2.6102 6.5966 5.3314
C32 2.7756 7.9873 5.5385
H59 2.1952 8.3783 1.8872
H60 3.0229 7.1038 2.8031
H61 2.0911 6.6932 1.3393
H62 1.5415 5.2392 3.2753
H63 -0.1392 5.6280 3.6713
H64 1.1293 5.2573 5.7103
H65 0.5884 6.9419 5.6323
H66 2.4834 8.2633 6.5577
H67 2.1932 8.5750 4.8253
H68 3.8317 8.2161 5.4054

No. 4
C23H40BGeHfN6O5 as an isolated structure in a non-equilibrium geometry, computed with wB97M-V/def2-TZVPD.

Multiplicity: 2
HOMO energy (spin up / spin down): -14.7 / -14.7 eV
Energy relative to the best compared isomer or geometry (same formula, charge and spin): 1.3292 eV
Charge: +2
HOMO-LUMO gap (spin up / spin down): 9.07 / 4.20 eV

Atoms and positions in Å:
Hf1 -0.3065 0.1524 0.4825
C1 2.0518 -3.2113 1.6107
C2 0.8467 -3.1672 0.6690
C3 1.0907 -4.0783 -0.5448
C4 -0.4130 -3.6622 1.3951
O1 0.6437 -1.8165 0.2199
Ge1 2.1170 -0.8854 -0.7525
O2 1.7592 0.7416 0.2880
C5 2.7478 1.6682 0.7682
C6 2.9748 1.4488 2.2659
C7 4.0597 1.4980 -0.0023
C8 2.1951 3.0882 0.5531
O3 0.6831 -0.1619 -1.8312
C9 0.7755 -0.1514 -3.2444
C10 1.1715 -1.5392 -3.7466
C11 -0.5742 0.2721 -3.8450
C12 1.8492 0.8524 -3.7090
H1 2.1084 -4.1611 2.1357
H2 1.9868 -2.4053 2.3422
H3 2.9681 -3.0838 1.0268
H4 1.3206 -5.0878 -0.2159
H5 1.9435 -3.6984 -1.1160
H6 0.2119 -4.1208 -1.1842
H7 -0.3765 -4.7423 1.5022
H8 -1.3116 -3.3929 0.8427
H9 -0.4705 -3.2298 2.3877
H10 3.2376 0.4088 2.4522
H11 2.0763 1.6860 2.8313
H12 3.7824 2.0890 2.6075
H13 4.4910 0.5172 0.2136
H14 4.7805 2.2605 0.2867
H15 3.8924 1.5646 -1.0788
H16 1.1787 3.1628 0.9470
H17 2.1866 3.3253 -0.5069
H18 2.8217 3.8155 1.0631
H19 0.5191 -2.2864 -3.3027
H20 2.2045 -1.7488 -3.4530
H21 1.1041 -1.5931 -4.8278
H22 -1.3469 -0.4389 -3.5685
H23 -0.4925 0.3059 -4.9270
H24 -0.8692 1.2599 -3.5024
H25 2.7952 0.6171 -3.2135
H26 1.5622 1.8759 -3.4865
H27 1.9795 0.7535 -4.7826
C13 -2.3895 2.3533 3.5695
C14 -1.1401 2.1988 2.9738
N1 -1.2756 1.7552 1.7196
N2 -2.6110 1.6207 1.4959
C15 -3.2907 1.9681 2.5903
B1 -3.1896 1.3409 0.0847
N3 -3.0812 -0.1387 -0.3135
C16 -4.0581 -1.0330 -0.4856
C17 -3.5089 -2.1955 -0.9997
C18 -2.1512 -1.9095 -1.1214
N4 -1.9023 -0.6640 -0.7098
N5 -2.2613 2.1152 -0.8547
C19 -2.5688 3.1591 -1.6270
C20 -1.3974 3.6690 -2.1582
C21 -0.3975 2.8472 -1.6366
N6 -0.9231 1.9095 -0.8489
H28 -2.6031 2.6859 4.5637
H29 -0.1702 2.4037 3.3940
H30 -4.3603 1.9452 2.6261
H31 -4.3037 1.7209 0.0083
H32 -5.0777 -0.8106 -0.2471
H33 -4.0112 -3.1053 -1.2578
H34 -1.3612 -2.5221 -1.5205
H35 -3.5838 3.4764 -1.7627
H36 -1.2828 4.5060 -2.8131
H37 0.6615 2.8936 -1.7948
C22 -0.9155 -1.1914 4.2134
C23 -0.6838 -0.7558 2.8024
O4 0.4111 -0.2378 2.4495
O5 -1.5714 -0.8675 1.9085
H38 0.0300 -1.3677 4.7176
H39 -1.5492 -2.0744 4.2411
H40 -1.4404 -0.3962 4.7418

No. 5
C20H55N3O7 as an isolated structure in a non-equilibrium geometry, computed with wB97M-V/def2-TZVPD.

Multiplicity: 1
HOMO energy: -8.4 eV
Energy relative to the best compared isomer or geometry (same formula, charge and spin): 5.2071 eV
HOMO-LUMO gap: 9.00 eV

Atoms and positions in Å:
C1 15.4460 17.1420 -14.8274
C2 15.5674 17.5640 -16.2875
O1 16.9162 17.3693 -16.6481
H1 15.7442 16.1216 -14.5865
H2 14.4345 17.2966 -14.4520
H3 16.0000 17.8144 -14.1724
H4 15.3574 18.6290 -16.3858
H5 14.8017 17.1345 -16.9334
H6 17.0044 16.9177 -17.4907
C3 12.1589 15.9582 -14.5939
C4 13.2056 14.8560 -14.6147
O2 13.7855 14.9227 -15.8707
H7 11.6973 16.0048 -13.6076
H8 11.4596 15.8114 -15.4169
H9 12.5491 16.9655 -14.7391
H10 12.8328 13.8318 -14.6177
H11 13.9193 14.8382 -13.7910
H12 14.4328 14.2256 -15.9998
C5 11.4593 12.9316 -12.7041
C6 11.7225 14.1596 -11.8640
O3 11.1783 13.9276 -10.6657
H13 11.9627 12.0345 -12.3436
H14 11.8767 13.0094 -13.7080
H15 10.3896 12.7305 -12.6456
H16 11.3430 14.9962 -12.4507
H17 12.7457 14.5352 -11.8788
H18 10.2221 13.8698 -10.6032
C7 7.2080 16.8778 -12.4044
O4 7.8957 17.2794 -13.6167
C8 8.7388 16.2807 -14.2462
C9 9.3982 16.8574 -15.4850
N1 10.6367 17.5568 -15.1861
C10 11.2893 18.1385 -16.3327
C11 12.5972 18.9475 -15.9017
O5 12.7597 20.1514 -16.6951
C12 11.8978 21.1332 -16.2870
H19 6.5760 16.0098 -12.5924
H20 6.5267 17.6289 -12.0047
H21 7.9327 16.6664 -11.6182
H22 8.0645 15.4877 -14.5695
H23 9.4385 15.9200 -13.4922
H24 8.7286 17.4809 -16.0773
H25 9.7256 16.0304 -16.1151
H26 10.4001 18.3247 -14.5742
H27 10.5739 18.7546 -16.8776
H28 11.6012 17.3349 -16.9997
H29 13.3969 18.2749 -16.2120
H30 12.6938 19.2630 -14.8629
H31 10.8681 20.8902 -16.0248
H32 11.7310 21.9823 -16.9498
H33 12.3013 21.6134 -15.3956
C13 13.0660 12.9509 -17.9243
C14 13.6821 12.0820 -16.7918
C15 15.2076 12.4132 -16.5183
O6 15.5002 13.7677 -16.2695
C16 16.3440 14.0464 -15.1241
N2 12.8001 12.2038 -15.6329
H34 13.2387 14.0250 -17.8571
H35 11.9856 12.8121 -17.8865
H36 13.4013 12.5770 -18.8917
H37 13.6176 10.9984 -16.8902
H38 15.8058 12.1156 -17.3795
H39 15.7211 11.8649 -15.7285
H40 17.3281 13.6090 -15.2924
H41 15.8334 13.6992 -14.2258
H42 16.6243 15.0913 -14.9912
H43 11.9361 11.8338 -16.0026
H44 12.5808 13.1889 -15.6703
C17 13.9959 11.9563 -13.2445
C18 13.8764 10.7006 -14.1015
C19 14.7649 9.5204 -13.6344
O7 16.0948 9.9464 -13.5204
C20 17.0339 9.0886 -12.9303
N3 12.5218 10.1842 -14.0952
H45 13.5456 11.7522 -12.2731
H46 13.3944 12.7700 -13.6497
H47 14.9804 12.4233 -13.2696
H48 14.2041 10.8256 -15.1335
H49 14.6386 8.7009 -14.3420
H50 14.4859 9.0038 -12.7161
H51 17.1298 8.1258 -13.4322
H52 16.8851 8.9262 -11.8627
H53 17.9628 9.6318 -13.1037
H54 12.3444 9.4565 -14.7727
H55 11.9860 10.9715 -14.4316

No. 6
C23H20N7PtS as an isolated structure, computed with wB97M-V/def2-TZVPD.

Multiplicity: 3
HOMO energy (spin up / spin down): -8.6 / -10.4 eV
Charge: +1
HOMO-LUMO gap (spin up / spin down): 5.72 / 5.68 eV

Atoms and positions in Å:
Pt1 0.7802 -0.8205 -0.7546
N1 4.1551 1.8761 -0.5450
C1 2.9804 1.2112 -0.7020
S1 3.0802 -0.5571 -0.7875
N2 1.8688 1.8584 -0.7697
N3 0.7552 1.1158 -0.9733
C2 -0.4885 1.6918 -0.9113
C3 -0.6525 3.1482 -0.8295
C4 -1.4594 3.6995 0.1714
C5 -1.6166 5.0715 0.2722
C6 -0.9761 5.9130 -0.6255
C7 -0.1736 5.3750 -1.6228
C8 -0.0047 4.0056 -1.7223
C9 -1.5705 0.7851 -0.9329
C10 -2.9294 1.1598 -1.0821
C11 -3.9056 0.2057 -1.1315
C12 -3.5512 -1.1561 -1.0691
C13 -2.2233 -1.4804 -0.9720
N4 -1.2538 -0.5615 -0.8888
H1 5.0112 1.3692 -0.6731
H2 4.1647 2.8646 -0.7279
H3 -1.9400 3.0442 0.8874
H4 -2.2382 5.4848 1.0558
H5 -1.1000 6.9847 -0.5454
H6 0.3214 6.0282 -2.3293
H7 0.6143 3.5886 -2.5035
H8 -3.1659 2.2082 -1.1806
H9 -4.9429 0.4914 -1.2410
H10 -4.3007 -1.9319 -1.1132
H11 -1.9066 -2.5163 -0.9610
N5 0.6219 -3.3021 1.6407
C14 0.6733 -2.0649 2.2739
C15 0.7610 -2.0614 3.6711
C16 0.8001 -0.8563 4.3347
C17 0.7637 0.3271 3.6027
C18 0.6807 0.2372 2.2330
N6 0.6189 -0.9338 1.5870
C19 0.7114 -3.7376 0.3347
C20 0.7279 -5.1300 0.1451
C21 0.7983 -5.6535 -1.1205
C22 0.8555 -4.7827 -2.2076
C23 0.8412 -3.4372 -1.9559
N7 0.7676 -2.9061 -0.7095
H12 0.6018 -4.0640 2.2961
H13 0.8052 -2.9993 4.2100
H14 0.8661 -0.8345 5.4139
H15 0.8049 1.2912 4.0872
H16 0.6651 1.1274 1.6160
H17 0.6873 -5.7776 1.0107
H18 0.8123 -6.7249 -1.2654
H19 0.9125 -5.1477 -3.2219
H20 0.8916 -2.7258 -2.7676

No. 7
One molecule with the formula C3H2N2O4 in a non-equilibrium geometry, computed with wB97M-V/def2-TZVPD.

Multiplicity: 1
SMILES: [H]/N=[N+](\[O-])OC(=O)C=C=O
HOMO energy: -10.4 eV
Energy relative to the best compared isomer or geometry (same formula, charge and spin): 3.6957 eV
HOMO-LUMO gap: 10.07 eV

Atoms and positions in Å:
C1 -1.1501 -0.4814 -0.4564
C2 -1.3114 0.8265 -0.3722
C3 0.0663 -1.2313 -0.8088
N1 1.3747 1.2734 0.4984
N2 1.0075 0.1903 0.8436
O1 -1.4575 1.9785 -0.3392
O2 0.2151 -2.1644 -1.5425
O3 0.6194 -0.2802 1.8483
O4 1.2489 -0.7917 -0.2699
H1 -1.8605 -1.2820 -0.5686
H2 1.2474 1.9622 1.1674